# 1
ORCA calculation (ωB97M-V/def2-TZVPD) on a molecular structure, C53H54N4O2P2Ti in a non-equilibrium geometry.

Charge = +2
Lowest unoccupied orbital energy = -6.6 eV
ΔE to the lowest compared entry with this formula, charge and spin = 17.0 kcal/mol
Strongest force on any atom = 1.19 eV Å⁻¹
E_tot = -3953.3385 Ha
Kohn-Sham gap = 4.9600 eV
E_HOMO = -11.5 eV

Last column: Löwdin charge in e.
Positions of all 116 atoms, in Å:
H  3.823  2.536  -3.852  0.13
H  -1.024  -2.632  1.396  0.07
H  -4.467  -0.772  -1.703  0.11
C  -0.722  2.305  -3.407  -0.02
C  -2.430  -0.653  4.926  -0.03
C  -1.801  -1.860  1.476  -0.33
C  -3.143  -2.490  6.319  -0.09
H  -1.905  -1.870  -3.158  0.08
H  -0.192  -3.477  -3.097  0.11
H  3.593  0.322  2.323  0.11
C  2.330  -2.521  4.617  -0.05
C  -0.808  0.138  2.650  -0.32
C  -0.119  -1.298  -4.200  -0.17
H  -5.869  -2.450  -2.809  0.12
H  -3.528  -2.860  7.260  0.11
H  2.813  -4.612  4.501  0.11
C  4.139  4.267  -0.300  -0.04
H  -0.474  0.352  3.658  0.09
C  1.797  3.674  2.980  -0.07
C  -1.591  -1.099  -3.856  -0.12
C  -4.642  2.543  0.974  -0.06
C  1.697  1.344  2.316  -0.37
C  3.265  -2.130  -2.606  -0.13
H  -4.543  -0.840  1.108  0.12
H  -5.978  1.047  1.747  0.12
C  1.728  2.408  -3.475  -0.28
C  -3.009  0.402  0.241  -0.39
H  -0.039  -2.146  -4.876  0.13
C  -4.225  0.172  0.883  -0.08
C  -5.036  1.238  1.246  -0.05
C  -3.471  -4.501  -1.583  -0.06
O  1.770  1.105  -3.103  -0.17
H  -2.151  -1.279  -4.773  0.13
C  1.746  3.969  -0.437  0.00
C  -4.964  -2.762  -2.299  -0.05
H  0.282  -0.432  -4.722  0.12
C  -4.166  -1.813  -1.672  -0.11
H  4.505  0.342  -0.609  0.15
H  3.400  -3.211  -2.577  0.12
C  1.069  2.573  2.539  -0.10
H  1.568  6.147  -4.461  0.12
H  2.704  5.861  -0.173  0.13
C  -2.615  1.716  -0.016  -0.12
H  2.105  -2.526  -4.374  0.14
H  -5.242  -4.844  -2.754  0.12
H  -2.621  0.197  -2.435  0.06
H  -3.136  -0.433  6.932  0.11
H  -0.241  -2.699  -1.518  0.03
H  0.739  4.371  -0.417  0.14
C  1.855  -1.407  3.939  -0.08
C  2.050  -3.861  2.640  -0.07
C  2.820  4.412  -4.184  -0.02
H  4.996  4.914  -0.171  0.12
C  -4.618  -4.106  -2.262  -0.06
H  -5.281  3.372  1.257  0.12
H  -3.040  -4.429  5.405  0.11
C  -3.008  -2.193  -0.995  -0.40
Ti  0.752  0.350  -1.791  1.12
C  -2.916  -1.133  6.133  -0.07
H  -2.128  -3.610  3.286  0.10
C  1.602  5.100  -4.188  -0.04
H  4.194  -1.716  -2.999  0.13
H  -1.658  1.909  -0.477  0.07
H  1.248  -3.443  -2.097  0.09
C  3.205  2.062  -0.624  -0.15
H  1.287  4.611  3.172  0.11
C  2.436  -3.747  3.968  -0.06
H  -1.790  -3.886  -0.420  0.10
C  3.079  1.262  2.499  -0.11
H  -2.303  0.417  4.790  0.11
P  -1.882  -0.975  -0.186  1.06
C  -3.429  2.784  0.346  -0.07
H  4.035  -1.782  -0.632  0.13
H  -0.514  4.926  -3.923  0.13
C  3.807  2.361  2.934  -0.07
N  2.614  -0.284  -1.048  -0.06
C  -2.871  -3.365  5.278  -0.08
H  -1.612  2.756  -3.838  0.15
H  -2.755  -2.371  1.545  0.09
C  2.851  4.794  -0.297  -0.02
N  0.784  -1.578  -3.023  -0.25
C  0.448  4.422  -3.881  -0.01
C  2.883  3.073  -3.851  0.02
H  -1.342  1.014  2.275  0.07
C  -2.673  -3.551  -0.956  -0.12
H  1.257  -2.839  0.932  0.07
N  -0.798  1.093  -2.968  -0.07
H  5.299  2.472  -0.442  0.13
C  3.166  3.569  3.182  -0.07
C  0.374  -2.870  -2.392  -0.04
H  2.111  -4.819  2.137  0.11
C  -1.995  0.297  -3.313  -0.16
H  2.415  -0.829  -4.102  0.11
H  3.733  4.933  -4.451  0.12
H  3.734  4.426  3.529  0.11
C  4.304  2.906  -0.451  -0.01
H  -2.577  0.832  -4.059  0.13
C  -2.141  -1.533  3.879  -0.23
C  3.090  -1.672  -1.158  -0.17
C  1.579  -2.740  1.964  -0.13
P  0.753  -0.090  1.657  1.08
C  1.919  2.615  -0.608  -0.29
H  1.763  -0.466  4.468  0.11
N  -1.649  -1.036  2.650  -0.17
C  0.495  3.071  -3.514  -0.14
C  1.483  -1.499  2.594  -0.36
H  2.369  -2.300  -0.646  0.08
C  2.158  -1.753  -3.606  -0.17
H  -3.114  3.803  0.147  0.11
C  3.469  0.635  -0.770  -0.04
H  -3.201  -5.549  -1.532  0.11
C  -2.366  -2.897  4.068  -0.03
O  0.833  1.789  -0.772  -0.21
H  4.876  2.271  3.095  0.12
H  2.611  -2.435  5.659  0.12
H  0.004  2.689  2.367  0.10

***

# 2
ORCA calculation (ωB97M-V/def2-TZVPD) on 3 unconnected molecules or ions with the total composition C16H37BN3O11P2 in a non-equilibrium geometry.

Charge = +1
Lowest unoccupied orbital energy = -5.1 eV
ΔE to the lowest compared entry with this formula, charge and spin = 279.5 kcal/mol
Strongest force on any atom = 10.60 eV Å⁻¹
E_tot = -2330.7086 Ha
Kohn-Sham gap = 6.0254 eV
E_HOMO = -11.2 eV

Last column: natural (NBO) charge in e.
Positions of all 70 atoms, in Å:
B  4.159  -0.926  3.413  1.28
O  -6.001  5.458  -2.931  -0.67
H  3.712  3.160  0.636  0.21
C  -1.399  0.272  1.177  0.65
H  4.960  0.961  -1.821  0.25
O  -2.090  -0.803  1.647  -0.60
H  1.067  0.226  3.934  0.27
H  -2.105  -0.196  -0.713  0.41
H  4.888  4.166  -0.473  0.24
O  -5.143  3.238  -2.961  -0.78
C  3.852  1.196  -1.528  -0.24
H  0.002  -4.261  -0.456  0.17
H  -0.840  0.876  -0.808  0.37
N  -1.700  0.674  -0.253  -0.83
C  4.493  0.015  0.889  0.25
H  -6.929  2.850  -1.969  0.16
H  5.640  -0.173  0.728  0.29
H  -0.367  -6.670  0.444  0.16
C  2.060  3.135  -2.357  -0.63
H  1.208  1.211  -0.138  0.27
H  3.099  0.629  -2.261  0.24
C  -6.415  2.623  -2.908  -0.26
O  2.466  -7.287  0.870  -0.65
H  -7.400  6.838  -2.360  0.20
C  3.794  3.719  -0.388  -0.65
O  4.844  0.010  4.361  -0.92
H  -0.384  -3.704  1.206  0.20
H  3.036  -8.551  -0.636  0.20
H  -4.263  1.632  -1.083  0.18
C  0.828  0.020  2.789  -0.46
C  -0.368  1.027  2.205  -0.51
O  3.993  -2.368  3.768  -0.85
O  -3.750  3.629  -1.044  -0.66
C  2.144  -8.018  -0.297  -0.27
C  2.164  0.760  0.364  -0.08
O  3.332  -5.264  1.579  -0.95
H  2.060  2.931  -3.522  0.24
N  3.583  0.646  -0.146  -0.34
H  0.302  -2.573  0.022  0.18
H  1.793  -7.361  -1.096  0.15
O  -3.719  5.355  -2.575  -0.92
C  -0.253  -6.674  1.531  -0.26
H  1.366  -8.747  -0.059  0.18
H  -7.198  5.476  -1.231  0.15
H  -8.034  5.233  -2.787  0.18
H  2.983  4.595  -0.348  0.24
C  -4.248  2.479  -0.391  -0.27
C  2.183  0.114  1.871  0.23
H  3.543  -2.755  2.938  0.52
H  5.772  -0.306  4.569  0.52
H  -1.012  1.383  3.143  0.29
C  0.313  -3.612  0.366  -0.28
H  -5.250  2.663  0.004  0.17
N  3.617  -0.301  2.118  -0.65
P  2.044  -5.609  0.828  2.22
H  0.394  -1.081  2.673  0.28
H  1.767  4.278  -2.176  0.25
P  -4.875  4.543  -1.987  2.21
H  -1.160  -6.259  1.980  0.20
H  -0.122  -7.700  1.886  0.20
C  3.554  2.795  -1.718  -0.24
H  4.332  3.182  -2.537  0.24
H  -7.017  2.969  -3.752  0.19
H  -3.579  2.234  0.440  0.19
H  -6.289  1.540  -2.985  0.19
O  1.622  -3.932  0.787  -0.69
C  -7.221  5.763  -2.285  -0.27
H  1.192  2.502  -1.894  0.18
O  0.857  -5.896  1.937  -0.77
H  0.112  2.021  1.772  0.24

***

# 3
ORCA calculation (ωB97M-V/def2-TZVPD) on 2 unconnected molecules or ions with the total composition C2H8N2S.

Lowest unoccupied orbital energy = 0.8 eV
SMILES = [H]/N=C/N.CS
ΔE to the lowest compared entry with this formula, charge and spin = 0.0 kcal/mol
Strongest force on any atom = 0.81 eV Å⁻¹
E_tot = -588.6799 Ha
Kohn-Sham gap = 9.9477 eV
E_HOMO = -9.1 eV

Last column: natural (NBO) charge in e.
Positions of all 13 atoms, in Å:
H  1.589  0.874  -1.677  0.37
N  0.627  1.005  -1.937  -0.81
H  -1.692  -1.952  0.679  0.13
H  0.801  2.941  -1.123  0.14
H  0.053  0.216  -1.719  0.39
H  -1.371  3.183  -0.781  0.34
S  -0.518  -1.309  0.574  -0.05
C  0.271  -2.208  1.926  -0.73
H  1.296  -1.882  2.021  0.22
N  -1.150  2.291  -1.194  -0.71
H  -0.258  -2.029  2.858  0.22
C  0.094  2.149  -1.381  0.28
H  0.256  -3.281  1.755  0.22

***

# 4
ORCA calculation (ωB97M-V/def2-TZVPD) on C2H3NO2S2 in the gas phase in a non-equilibrium geometry.

Lowest unoccupied orbital energy = -0.7 eV
ΔE to the lowest compared entry with this formula, charge and spin = 83.5 kcal/mol
Strongest force on any atom = 2.87 eV Å⁻¹
E_tot = -1079.4878 Ha
Kohn-Sham gap = 8.2982 eV
E_HOMO = -9.0 eV

Last column: natural (NBO) charge in e.
Positions of all 10 atoms, in Å:
S  0.760  -0.420  2.622  0.11
N  2.659  -0.284  0.824  0.51
H  0.939  -0.017  -1.209  0.28
H  -1.416  0.551  -1.344  0.14
H  -0.543  -0.565  2.341  0.11
C  0.465  0.039  -0.122  -0.34
O  3.274  -0.450  1.854  -0.37
O  3.149  -0.161  -0.279  -0.38
S  -1.250  0.283  -0.050  0.09
C  1.238  -0.209  0.948  -0.16

***

# 5
ORCA calculation (ωB97M-V/def2-TZVPD) on C4H7NO in the gas phase in a non-equilibrium geometry.

Lowest unoccupied orbital energy = 0.3 eV
SMILES = CN1C[C@H]1C=O
ΔE to the lowest compared entry with this formula, charge and spin = 101.4 kcal/mol
Strongest force on any atom = 1.48 eV Å⁻¹
E_tot = -286.4701 Ha
Kohn-Sham gap = 9.2863 eV
E_HOMO = -9.0 eV

Last column: natural (NBO) charge in e.
Positions of all 13 atoms, in Å:
H  -0.641  0.963  1.062  0.20
H  0.013  0.755  -2.460  0.21
H  0.446  -1.899  -0.971  0.19
H  -1.273  1.244  -1.321  0.18
H  0.327  2.055  -1.266  0.21
H  1.112  -1.427  1.861  0.12
C  -0.185  1.111  -1.448  -0.40
O  0.437  0.030  3.094  -0.53
H  -1.145  -1.502  -0.340  0.18
N  0.366  0.126  -0.557  -0.41
C  0.652  -0.437  1.995  0.38
C  -0.141  -1.156  -0.433  -0.25
C  0.032  0.136  0.783  -0.09